Entry 1:
# C4H10N3S

A gas-phase ion, C4H10N3S (charge +1) (ωB97M-V/def2-TZVPD, the Open Molecules 2025 dataset).

Computed properties:
- F_max (eV Å⁻¹) = 4.0
- multiplicity = 1
- structure (SMILES) = CN(C)C(=S)C(N)=[NH2+]
- calculated total energy (Ha) = -720.57902
- total charge = +1
- energy relative to the best compared isomer or geometry (same formula, charge and spin) (kJ/mol) = 134.9
- gap between HOMO and LUMO (eV) = 8.719

XYZ file:
```
18
Properties=species:S:1:pos:R:3:forces:R:3:lowdin_charge:R:1
H -1.392178 2.353819 0.349905 -0.367 1.341 2.119 0.04
N 1.031188 -1.259444 1.975571 1.679 1.163 1.058 0.21
S -2.131031 0.002579 1.828713 1.601 0.306 -1.146 0.77
H -0.836136 2.533018 -1.317868 -1.169 -1.068 0.830 0.12
C -0.833700 0.019563 0.787344 1.635 -2.211 -0.813 -0.74
H -0.400526 -3.255323 0.797925 0.469 -0.291 -0.157 0.15
H 1.585793 0.451795 -0.154486 -0.929 -0.214 -1.846 0.12
C 0.172509 -1.282120 1.009923 -2.453 1.341 -0.137 -0.37
C -1.346850 1.861024 -0.548506 -0.360 -1.601 -3.702 -0.04
H 1.636641 -0.425567 2.151154 -1.444 -0.818 0.045 0.17
H 0.813713 -0.311019 -1.710227 0.255 0.040 0.163 0.10
H -2.388059 1.430915 -0.823919 1.621 1.377 0.144 0.13
N -0.505842 0.653052 -0.346432 -0.691 1.268 1.177 -0.21
H 1.043696 1.431279 -1.521712 0.025 0.841 -0.595 0.08
H -0.731419 -2.146512 -0.447266 -1.666 0.054 -1.604 0.10
H 1.261862 -2.047679 2.547344 0.321 -0.666 -0.136 0.14
N -0.249024 -2.358764 0.363048 1.080 -0.001 1.873 0.22
C 0.812489 0.530882 -1.017349 0.393 -0.862 2.728 0.00
```
Positions in Å, forces in eV/Å.

Entry 2:
# C4H10N3S

A gas-phase ion, C4H10N3S (charge +1) (ωB97M-V/def2-TZVPD, the Open Molecules 2025 dataset).

Computed properties:
- F_max (eV Å⁻¹) = 4.5
- multiplicity = 1
- structure (SMILES) = C[C@H]1N=N[C@@H](S)[C@@H]1[NH3+]
- calculated total energy (Ha) = -720.50464
- total charge = +1
- energy relative to the best compared isomer or geometry (same formula, charge and spin) (kJ/mol) = 330.2
- gap between HOMO and LUMO (eV) = 9.100

XYZ file:
```
18
Properties=species:S:1:pos:R:3:forces:R:3:lowdin_charge:R:1
H 2.012553 0.016606 -1.393438 0.224 2.340 -1.489 0.07
H 2.685447 -1.016729 -0.295442 0.417 -0.404 0.116 0.10
C -0.641002 0.025897 -0.150941 0.900 0.245 -0.047 -0.28
H 0.558575 3.039376 0.171616 4.163 1.017 1.098 -0.20
H 0.434336 -1.723569 0.549981 0.993 1.527 -0.088 0.18
N -1.841128 -0.891518 -0.053645 -0.796 0.847 -0.819 0.20
H -0.435782 0.259838 -1.204014 -1.402 0.586 0.136 0.14
H 1.671076 -1.666070 -1.562065 -0.224 -0.274 -0.253 0.09
H -2.267048 -1.020491 0.944512 1.422 -0.470 -2.182 0.23
C 1.797066 -0.842631 -0.879804 -0.016 -1.847 0.429 -0.03
H -1.468317 -1.674866 -0.643210 -1.271 -0.295 1.435 0.19
N 1.310522 0.162859 1.136006 1.443 -1.048 1.156 0.07
S -0.595580 2.774427 -0.121012 -4.306 -0.539 -1.075 0.87
H -1.331882 1.364265 1.689698 -0.285 -0.679 -0.901 0.13
N 0.634228 1.097201 1.467475 0.569 1.958 1.854 0.00
C 0.730178 -0.672206 0.142407 -2.430 -2.503 0.929 -0.35
H -2.616790 -0.457202 -0.632623 0.890 -0.597 0.831 0.19
C -0.636453 1.224812 0.834498 -0.290 0.135 -1.129 -0.60
```
Positions in Å, forces in eV/Å.

Entry 3:
# C4H10N4

A molecular structure, C4H10N4 (ωB97M-V/def2-TZVPD, the Open Molecules 2025 dataset).

Computed properties:
- F_max (eV Å⁻¹) = 3.8
- multiplicity = 1
- calculated total energy (Ha) = -377.37814
- energy relative to the best compared isomer or geometry (same formula, charge and spin) (kJ/mol) = 180.3
- gap between HOMO and LUMO (eV) = 9.433

XYZ file:
```
18
Properties=species:S:1:pos:R:3:forces:R:3:lowdin_charge:R:1
H -2.941740 1.085599 -0.939894 0.469 -0.181 0.390 0.10
H 3.409079 0.202415 1.141177 -1.502 0.102 -0.323 0.06
N 1.914863 -0.624586 -0.884475 0.801 0.974 -0.495 0.12
H 0.494019 -0.603035 1.862086 -0.648 -0.531 0.176 0.11
H -0.294506 1.840280 0.127792 -0.328 -0.455 -0.078 0.11
H -2.222948 -1.174167 -1.173234 0.539 0.035 -0.108 0.11
N -1.932628 0.960625 -0.961577 -0.116 -0.037 -1.056 -0.06
H -1.661023 -0.647207 1.198904 0.189 -0.346 -0.172 0.14
H 2.117264 -1.594451 -0.991404 -0.186 -0.843 -0.413 0.09
H 2.738057 -0.085484 -1.162826 -0.310 -0.328 0.044 0.09
N 0.355453 -0.808348 0.873104 1.606 0.249 1.319 0.06
C 1.623013 -0.360469 0.446683 0.084 0.510 0.850 -0.57
N 2.377972 0.182888 1.340478 0.529 -0.480 -0.441 0.10
C -1.438529 -0.423551 -0.980883 -0.270 -0.901 -0.434 -0.16
C -0.917724 -0.306588 0.473638 -0.863 0.579 -1.106 -0.30
H -0.598135 -0.467984 -1.682365 -0.264 -0.458 0.011 0.09
C -1.181883 1.182632 0.245159 -0.859 2.471 2.722 -0.21
H -1.840605 1.641430 1.067636 1.130 -0.360 -0.888 0.13
```
Positions in Å, forces in eV/Å.

Entry 4:
# C4H10N4

A molecular structure, C4H10N4 (ωB97M-V/def2-TZVPD, the Open Molecules 2025 dataset).

Computed properties:
- F_max (eV Å⁻¹) = 7.3
- multiplicity = 1
- calculated total energy (Ha) = -377.15392
- energy relative to the best compared isomer or geometry (same formula, charge and spin) (kJ/mol) = 769.0
- gap between HOMO and LUMO (eV) = 9.007

XYZ file:
```
18
Properties=species:S:1:pos:R:3:forces:R:3:lowdin_charge:R:1
H -1.686824 1.879423 -2.292687 1.977 -4.083 1.015 0.14
H -0.453746 -0.471698 1.758463 -0.942 -0.712 -2.871 0.12
H -1.595701 -0.215368 -2.032115 -0.642 0.585 -0.681 0.00
N 1.258837 -2.053501 0.111191 -5.303 -1.293 -1.413 -0.12
C -0.077428 -1.929314 -0.013887 3.055 1.373 -0.697 -0.19
N 2.043269 -1.397451 0.987380 0.701 1.687 -0.557 -0.02
N -0.406277 1.482851 0.744588 -1.435 0.812 -7.144 -0.05
N -0.046087 2.684274 -0.043743 -1.408 0.763 1.416 -0.08
C -1.095622 0.742457 -1.892478 2.493 1.370 1.499 -0.08
H 1.789491 -0.398133 1.250064 0.051 -1.484 -0.539 0.10
H 2.882512 -1.415314 0.390179 0.209 0.557 1.453 0.09
H -2.071368 -1.009620 0.687337 3.478 0.076 0.396 0.14
C -0.950405 0.668420 -0.208287 3.850 -1.250 3.817 -0.30
H 0.168459 0.442224 -2.448352 -4.040 1.625 1.879 0.18
C -0.822498 -0.741935 0.646276 -4.425 -0.527 -0.158 -0.20
H 0.037148 3.477669 0.681763 -0.749 -1.274 -2.094 0.09
H -0.541642 -2.492962 -0.929373 0.941 0.904 2.155 0.12
H -0.800813 2.752805 -0.850943 2.188 0.874 2.523 0.06
```
Positions in Å, forces in eV/Å.

Entry 5:
# C4H10N4

C4H10N4 in the gas phase (ωB97M-V/def2-TZVPD, the Open Molecules 2025 dataset).

Computed properties:
- F_max (eV Å⁻¹) = 1.4
- multiplicity = 1
- structure (SMILES) = CN/N=C(C)\C=N/N
- calculated total energy (Ha) = -377.34936
- energy relative to the best compared isomer or geometry (same formula, charge and spin) (kJ/mol) = 255.9
- gap between HOMO and LUMO (eV) = 9.692

XYZ file:
```
18
Properties=species:S:1:pos:R:3:forces:R:3:lowdin_charge:R:1
C -0.953335 -0.099571 0.386222 0.943 0.057 0.093 -0.36
H 1.682610 1.337129 -2.265292 0.468 -0.773 0.153 0.08
H 0.059527 -0.212744 -2.538858 0.244 0.125 0.374 0.11
H 0.464557 2.012393 -1.398404 -0.175 -0.168 0.770 0.08
C 0.183205 0.044005 1.349730 0.035 0.187 -0.156 -0.15
H 1.166899 -1.323147 -0.432728 0.393 -0.443 -0.041 0.05
N -0.923671 -0.204515 -0.885691 0.299 0.185 -0.231 0.05
C -2.293671 -0.140450 1.006712 -0.957 0.443 0.466 -0.06
H -2.343499 -0.951627 1.737495 -0.204 -0.055 -0.159 0.08
H -0.002451 0.727188 2.176691 0.073 -0.089 -0.055 0.10
N 1.562803 -1.531604 0.497321 -0.022 -0.054 -0.555 0.02
H 1.729638 1.103401 -0.455769 -0.308 -0.033 -0.569 0.07
C 1.104365 1.116099 -1.364896 -0.421 0.932 -0.333 -0.11
N 0.303109 -0.095040 -1.557527 -0.043 -0.273 -0.337 -0.16
N 1.306947 -0.581396 1.393779 -0.855 0.649 0.825 -0.06
H -3.063361 -0.213875 0.230051 0.193 -0.283 0.256 0.08
H -2.522010 0.784118 1.568294 0.300 -0.249 -0.160 0.09
H 2.538339 -1.770361 0.552871 0.035 -0.156 -0.341 0.09
```
Positions in Å, forces in eV/Å.

Entry 6:
# C4H10N4

2 unconnected molecules or ions with the total composition C4H10N4 (ωB97M-V/def2-TZVPD, the Open Molecules 2025 dataset).

Computed properties:
- F_max (eV Å⁻¹) = 7.4
- multiplicity = 1
- calculated total energy (Ha) = -377.23165
- energy relative to the best compared isomer or geometry (same formula, charge and spin) (kJ/mol) = 564.9
- gap between HOMO and LUMO (eV) = 7.916

XYZ file:
```
18
Properties=species:S:1:pos:R:3:forces:R:3:lowdin_charge:R:1
N -0.253871 -2.641915 0.440808 -2.726 -2.843 2.078 -0.01
C 1.095701 2.515370 0.922115 -1.202 -1.396 1.430 -0.08
C -0.014409 -0.853631 -1.878369 2.470 6.271 -0.432 -0.06
H -2.325793 -2.119125 0.659615 0.228 -0.926 -0.212 0.10
H 0.858264 3.216508 1.843555 0.431 -1.528 -1.936 0.09
H 1.175445 1.092177 -1.313795 -1.873 -4.339 3.007 0.28
N 0.222247 1.188854 1.195291 -1.955 2.134 1.366 -0.02
H -0.707827 -3.664461 0.921859 1.769 3.647 -2.225 0.11
C -0.157719 0.176773 0.306550 -1.633 1.739 2.316 -0.51
H -0.007973 -1.813674 -1.760615 0.227 -5.663 1.767 -0.04
H 0.817239 -0.770369 -2.710413 -2.463 0.699 0.938 0.12
H -0.511766 1.427397 1.963513 1.653 -1.104 -2.203 0.15
H 2.189825 2.133206 1.081931 -1.938 1.269 -1.185 0.10
C -1.285151 -1.825453 0.455896 -0.604 -3.079 1.234 -0.50
H 0.683721 3.072645 -0.033884 1.510 -1.314 1.680 0.09
H -1.105253 -0.563706 -1.860042 1.374 0.318 -1.088 0.10
N 0.665856 -0.047682 -0.672496 1.765 1.961 -6.893 0.03
N -1.338536 -0.522914 0.438482 2.966 4.154 0.358 0.04
```
Positions in Å, forces in eV/Å.

Q: What is the F_max in the second record?
A: 4.5 eV Å⁻¹

Repeat the sixth record exactly.
# C4H10N4

2 unconnected molecules or ions with the total composition C4H10N4 (ωB97M-V/def2-TZVPD, the Open Molecules 2025 dataset).

Computed properties:
- F_max (eV Å⁻¹) = 7.4
- multiplicity = 1
- calculated total energy (Ha) = -377.23165
- energy relative to the best compared isomer or geometry (same formula, charge and spin) (kJ/mol) = 564.9
- gap between HOMO and LUMO (eV) = 7.916

XYZ file:
```
18
Properties=species:S:1:pos:R:3:forces:R:3:lowdin_charge:R:1
N -0.253871 -2.641915 0.440808 -2.726 -2.843 2.078 -0.01
C 1.095701 2.515370 0.922115 -1.202 -1.396 1.430 -0.08
C -0.014409 -0.853631 -1.878369 2.470 6.271 -0.432 -0.06
H -2.325793 -2.119125 0.659615 0.228 -0.926 -0.212 0.10
H 0.858264 3.216508 1.843555 0.431 -1.528 -1.936 0.09
H 1.175445 1.092177 -1.313795 -1.873 -4.339 3.007 0.28
N 0.222247 1.188854 1.195291 -1.955 2.134 1.366 -0.02
H -0.707827 -3.664461 0.921859 1.769 3.647 -2.225 0.11
C -0.157719 0.176773 0.306550 -1.633 1.739 2.316 -0.51
H -0.007973 -1.813674 -1.760615 0.227 -5.663 1.767 -0.04
H 0.817239 -0.770369 -2.710413 -2.463 0.699 0.938 0.12
H -0.511766 1.427397 1.963513 1.653 -1.104 -2.203 0.15
H 2.189825 2.133206 1.081931 -1.938 1.269 -1.185 0.10
C -1.285151 -1.825453 0.455896 -0.604 -3.079 1.234 -0.50
H 0.683721 3.072645 -0.033884 1.510 -1.314 1.680 0.09
H -1.105253 -0.563706 -1.860042 1.374 0.318 -1.088 0.10
N 0.665856 -0.047682 -0.672496 1.765 1.961 -6.893 0.03
N -1.338536 -0.522914 0.438482 2.966 4.154 0.358 0.04
```
Positions in Å, forces in eV/Å.

Please write out number 2 again, unchanged.
# C4H10N3S

A gas-phase ion, C4H10N3S (charge +1) (ωB97M-V/def2-TZVPD, the Open Molecules 2025 dataset).

Computed properties:
- F_max (eV Å⁻¹) = 4.5
- multiplicity = 1
- structure (SMILES) = C[C@H]1N=N[C@@H](S)[C@@H]1[NH3+]
- calculated total energy (Ha) = -720.50464
- total charge = +1
- energy relative to the best compared isomer or geometry (same formula, charge and spin) (kJ/mol) = 330.2
- gap between HOMO and LUMO (eV) = 9.100

XYZ file:
```
18
Properties=species:S:1:pos:R:3:forces:R:3:lowdin_charge:R:1
H 2.012553 0.016606 -1.393438 0.224 2.340 -1.489 0.07
H 2.685447 -1.016729 -0.295442 0.417 -0.404 0.116 0.10
C -0.641002 0.025897 -0.150941 0.900 0.245 -0.047 -0.28
H 0.558575 3.039376 0.171616 4.163 1.017 1.098 -0.20
H 0.434336 -1.723569 0.549981 0.993 1.527 -0.088 0.18
N -1.841128 -0.891518 -0.053645 -0.796 0.847 -0.819 0.20
H -0.435782 0.259838 -1.204014 -1.402 0.586 0.136 0.14
H 1.671076 -1.666070 -1.562065 -0.224 -0.274 -0.253 0.09
H -2.267048 -1.020491 0.944512 1.422 -0.470 -2.182 0.23
C 1.797066 -0.842631 -0.879804 -0.016 -1.847 0.429 -0.03
H -1.468317 -1.674866 -0.643210 -1.271 -0.295 1.435 0.19
N 1.310522 0.162859 1.136006 1.443 -1.048 1.156 0.07
S -0.595580 2.774427 -0.121012 -4.306 -0.539 -1.075 0.87
H -1.331882 1.364265 1.689698 -0.285 -0.679 -0.901 0.13
N 0.634228 1.097201 1.467475 0.569 1.958 1.854 0.00
C 0.730178 -0.672206 0.142407 -2.430 -2.503 0.929 -0.35
H -2.616790 -0.457202 -0.632623 0.890 -0.597 0.831 0.19
C -0.636453 1.224812 0.834498 -0.290 0.135 -1.129 -0.60
```
Positions in Å, forces in eV/Å.

Q: The lowest energy relative to the best compared isomer or geometry (same formula, charge and spin) belongs to which entry?
A: number 1